[1]
70
Properties=species:S:1:pos:R:3:forces:R:3:lowdin_charge:R:1 method="wB97M-V/def2-TZVPD" lumo_ev="-7.08 / -8.06" e_above_lowest_kj_mol=110.82 charge=+2 orbital_gap_ev="5.29 / 4.08"
C 2.2842 -1.8282 -1.9795 -0.44 -0.26 0.14 -0.22
C 2.6185 0.9648 -2.0039 -0.08 0.23 -0.03 -0.23
H 0.3555 2.9185 0.3470 0.33 -0.02 0.10 0.06
H 0.4793 1.4845 6.1010 -0.21 -0.03 -0.06 0.11
H 3.0434 -1.2264 0.9111 -0.33 -0.34 0.10 0.09
H -3.4213 -2.1448 -0.2445 -0.01 0.19 0.30 0.06
H -2.4742 1.6793 0.9960 -0.14 0.11 -0.26 0.03
H 3.1512 0.2471 2.2880 -0.03 0.39 -0.26 0.10
H -5.2751 0.1089 -1.2261 0.28 0.07 -0.30 0.07
I -0.8132 2.7070 -2.5347 -0.03 0.32 -0.49 0.57
O -0.9164 -2.8922 -1.4068 0.04 3.64 -1.14 0.15
H -2.9762 2.5216 -0.5052 -0.12 -0.22 0.28 0.00
H 1.3967 0.9454 3.8864 -0.39 0.06 0.15 0.10
H -2.6166 0.1813 2.4272 0.26 0.08 0.36 0.05
C -0.8911 -1.7649 -1.7045 -0.08 -3.99 1.26 -0.21
C 1.8536 -0.4486 -4.3388 -0.26 0.10 -0.08 -0.24
H 2.1709 -1.9123 -0.8936 0.07 -0.19 -0.32 0.02
H 2.9357 -0.6284 -4.4455 -0.42 0.11 -0.04 0.07
H 2.0890 4.6725 0.2914 0.16 -0.23 0.12 0.11
H 1.5685 0.4880 -4.8351 0.13 -0.29 -0.07 0.05
C 0.2348 -2.4896 2.4097 0.38 -0.14 -0.09 -0.09
C -2.3746 -0.7458 -5.7970 0.90 -2.01 2.78 -0.03
H -4.3910 1.0256 -2.5010 -0.13 -0.21 0.02 0.05
C 3.6374 3.4159 1.1475 -0.24 -0.17 0.00 -0.05
C 0.7586 -3.7105 2.8388 0.02 0.10 -0.01 -0.06
H -3.3950 0.9963 -6.2309 0.37 -0.16 -0.13 0.14
H -2.6234 -1.2851 1.1188 -0.24 -0.19 -0.24 0.02
C -4.3857 0.1255 -1.8760 0.02 -0.02 -0.23 -0.25
C 2.0825 -4.0581 2.5431 -0.12 0.21 -0.21 -0.05
C -0.2071 1.1970 5.3085 -0.15 -0.09 -0.25 -0.05
H 4.4095 4.1831 1.1095 -0.20 -0.18 -0.02 0.12
H 3.9158 -3.4213 1.5688 -0.34 0.04 0.15 0.12
H -1.9904 1.3747 6.5206 0.10 -0.15 -0.36 0.12
P 1.4608 -0.3202 -2.5632 1.34 0.44 -0.40 0.72
H -4.1958 1.6538 0.4913 0.31 0.02 -0.06 0.08
H -1.6830 0.8504 -6.9104 -0.36 -0.09 0.17 0.14
C -1.9219 0.4576 3.2210 0.49 0.10 0.68 -0.12
H -3.0454 -0.1078 -7.6289 0.20 0.43 0.41 0.14
C -3.1543 1.6485 0.1363 0.09 0.15 -0.04 -0.25
P -2.8884 0.1330 -0.8387 -1.16 0.77 0.43 0.70
C -2.4324 0.7213 4.4967 -0.02 0.09 -0.03 -0.07
C -2.6369 0.3329 -6.6916 -0.35 -0.03 -0.84 0.05
H 0.1317 -4.3781 3.4313 0.21 0.12 -0.20 0.12
H -3.5047 0.6136 4.6649 0.28 0.13 0.05 0.11
C 2.8800 -3.1707 1.8107 -0.14 0.27 0.09 -0.06
H -0.7884 -2.2185 2.6754 0.23 -0.12 -0.01 0.10
C 3.9206 2.1649 1.6991 -0.15 -0.03 0.04 -0.06
C 2.3689 -1.9269 1.4145 -0.09 -0.51 0.06 -0.15
Si 0.3133 0.1247 1.3739 0.86 -0.23 0.72 0.86
H -4.3749 -0.7801 -2.4951 -0.14 0.23 0.02 0.05
H 1.2986 -1.3031 -4.7500 0.17 0.27 -0.09 0.05
H 2.4916 -5.0147 2.8788 -0.16 0.36 -0.11 0.12
C 1.3611 2.6966 0.7156 0.35 -0.22 0.12 -0.13
O -2.0779 -1.4001 -4.8862 -0.73 2.01 -2.34 0.25
C 2.9261 1.1852 1.7743 0.15 0.18 -0.16 -0.12
C 1.0323 -1.5725 1.6952 0.16 -0.26 -0.13 -0.29
H 2.8558 0.8305 -0.9412 -0.09 0.10 -0.27 0.04
H 3.3505 -1.7425 -2.2473 -0.42 -0.03 0.11 0.08
C 2.3451 3.6874 0.6840 -0.14 -0.11 -0.03 -0.07
C 0.3165 0.8991 4.0494 -0.19 0.02 -0.03 -0.07
Al -0.8681 0.2661 -2.1873 0.27 -0.98 1.11 -0.39
H 2.1792 1.9586 -2.1543 0.24 -0.21 0.09 0.02
C -0.5344 0.5418 2.9895 -1.28 0.12 -0.15 -0.29
H 1.8478 -2.7043 -2.4789 0.20 0.13 0.24 0.07
H 4.9143 1.9394 2.0882 -0.27 0.16 -0.05 0.12
C -1.5868 1.1244 5.5366 0.17 -0.15 -0.29 -0.05
H 3.5295 0.8618 -2.6069 -0.15 0.08 0.18 0.07
C -3.3591 -1.1971 0.3098 0.41 -0.37 -0.04 -0.23
C 1.6476 1.4145 1.2309 0.18 0.50 -0.25 -0.33
H -4.3526 -0.9506 0.7227 0.44 -0.09 -0.15 0.08

***

[2]
111
Properties=species:S:1:pos:R:3:forces:R:3:lowdin_charge:R:1 method="wB97M-V/def2-TZVPD" lumo_ev=-3.70 charge=-1 orbital_gap_ev=3.99
As -0.8574 8.5159 -4.5529 -0.97 1.87 0.60 0.86
F 1.0764 1.8606 -4.5914 -0.35 -0.72 -0.50 -0.33
F -1.1588 -0.5508 -6.1503 2.12 1.28 1.15 -0.33
F 0.1237 9.0811 -5.9294 -0.16 -0.79 0.82 -0.31
O 0.4063 3.2632 0.7039 -1.28 -2.10 -0.53 0.12
H 6.6438 0.6123 4.3103 0.31 -0.17 0.43 0.12
F 4.5242 -3.5606 4.6033 -1.35 0.59 -0.12 -0.32
H 4.3389 5.7357 -4.2269 -0.08 0.14 -0.39 0.11
As -3.0120 -0.3910 5.8639 -1.34 0.02 1.13 0.87
H 0.6324 0.8401 1.4973 -0.81 0.47 0.49 0.10
F -5.4731 5.9633 4.6863 0.44 -0.68 -0.86 -0.32
F -2.4148 0.8520 4.7248 -0.44 -0.97 0.74 -0.31
C -2.0007 -6.0588 2.8144 0.43 1.01 -2.02 0.05
C 5.6893 2.8435 -3.6411 -0.69 0.93 0.59 0.04
H -2.9289 -7.0995 -4.0045 0.08 0.48 -0.58 0.14
H 3.5442 4.3789 -5.0066 0.19 0.09 -0.67 0.13
F -6.9240 -0.3980 -0.5792 1.70 -1.26 -0.78 -0.30
H -3.6670 -5.1207 5.1366 0.30 0.18 -0.18 0.12
C 6.2010 2.1675 -2.5333 -1.15 -0.16 -1.33 0.04
H 3.5066 4.8650 -2.1162 0.01 0.36 -0.67 0.16
N -3.3067 -5.9632 3.1963 2.13 -0.46 1.62 -0.07
F -1.1067 10.2924 -4.2561 0.16 -1.82 0.34 -0.32
F -1.8930 8.0145 -3.1434 1.26 0.57 -1.61 -0.31
H -1.1859 -6.0899 3.5225 -0.47 -0.26 0.65 0.15
H 0.3550 0.2698 -0.0544 -0.64 0.10 -0.42 0.10
F -0.5040 6.8565 -4.9680 -0.14 0.49 0.21 -0.29
F -2.3035 8.5662 -5.5808 1.06 -0.40 0.70 -0.29
H -1.7642 1.7251 1.4444 -0.44 0.13 0.97 0.20
C -0.1889 0.5189 0.8568 0.60 -0.87 -0.34 0.01
F 0.5535 8.5216 -3.4239 -0.88 -0.02 -1.03 -0.34
C 4.5118 4.7590 -4.6790 -1.07 0.41 1.46 0.07
F 1.3892 -0.5156 -5.3632 -1.51 0.92 -0.06 -0.34
F 2.2575 -4.8363 4.4812 0.66 1.06 -0.06 -0.32
H 5.3122 4.8600 -5.4120 -0.14 -0.59 0.20 0.11
C -2.5908 -5.7690 0.5091 -2.46 -0.63 -0.22 -0.15
N 7.2267 0.7021 2.3793 0.04 1.42 -0.93 -0.07
N 4.8581 3.9134 -3.4882 0.29 -1.03 1.18 -0.06
H -0.2965 -3.9656 -3.0494 -0.22 0.27 -0.27 0.15
H 7.1404 -0.9717 3.7817 -0.18 0.07 -0.68 0.11
H -2.4714 3.9892 -0.1371 -0.37 -0.35 -0.20 0.11
F 3.3251 -1.9280 6.2292 0.41 -0.85 -1.18 -0.29
C -2.3014 -5.7099 -0.9683 -0.20 -0.30 -0.47 -0.10
F -7.4255 -0.9447 -2.8779 2.10 -0.06 0.49 -0.32
As -5.5884 5.3009 3.0138 2.01 1.06 2.14 0.80
C 6.3183 1.9093 -0.0037 0.50 -0.67 -0.22 -0.10
C 6.7318 2.6848 1.0951 1.05 -0.77 1.83 0.05
H 6.7358 3.7629 1.1583 -0.24 0.13 -0.62 0.13
F 1.2884 -3.2655 6.2109 1.73 -0.21 -1.58 -0.32
C -2.8814 -6.5863 -1.9553 0.96 2.16 -0.16 0.07
F 0.5369 1.3087 -7.0247 -0.72 -1.19 2.41 -0.32
F -6.0171 3.7375 3.7294 0.47 0.93 -0.82 -0.28
F -3.8074 4.9214 3.0621 -1.54 -0.26 -0.39 -0.34
C -3.6196 -6.1062 4.6733 -0.86 0.66 -0.53 0.07
F -2.4605 -1.6633 4.7202 -0.16 0.64 0.77 -0.34
H -0.8630 -4.1834 -0.5862 -0.02 0.54 -0.38 0.14
N -1.2245 1.5633 0.6062 1.02 0.31 -0.08 0.13
F -3.7179 0.7983 6.9756 1.06 -0.58 -0.84 -0.28
H -0.5719 -6.0321 1.1610 0.13 0.09 0.34 0.13
H -0.1488 -5.7848 -5.0162 0.16 0.15 -0.32 0.11
C 7.2485 2.1042 2.2982 -1.32 -2.10 -3.06 0.07
H -4.6450 -6.4756 4.6634 0.26 -0.37 0.46 0.10
C 6.4640 0.5005 0.0900 -0.46 0.94 0.99 0.05
F -4.4728 -1.3535 -0.9195 -0.36 -0.07 0.02 -0.30
F -5.0713 6.9354 2.4677 -0.32 -1.29 -0.25 -0.32
As 2.8839 -3.3717 5.2972 -2.43 -0.35 2.58 0.88
H -1.0266 -4.2584 -5.2842 -0.40 -0.19 -0.26 0.12
H -3.5991 -7.3689 -1.7583 0.05 0.07 0.34 0.13
H -1.7697 -5.9393 -5.6488 0.00 0.64 -0.30 0.11
C 7.3909 0.0871 3.7153 -0.37 0.05 0.74 0.03
H -5.3037 -5.7593 2.7505 -0.04 0.18 -0.19 0.15
C 5.7672 2.5441 -1.2780 -0.13 0.07 2.19 -0.13
C -1.6055 -5.9298 1.4569 -0.80 -0.41 1.68 0.04
H -1.0476 4.8882 -0.4324 0.35 -0.30 -0.07 0.10
C -1.4755 3.8952 -0.5702 -0.19 -0.61 0.51 0.05
C -1.3823 -4.7166 -1.3688 -0.84 -1.63 -0.65 0.07
H 8.3928 0.1766 4.1350 -0.02 0.45 -0.31 0.11
H -1.5161 3.6560 -1.6329 -0.21 -0.16 0.00 0.11
F -4.9885 -1.7162 -3.3415 -0.87 0.61 1.65 -0.33
F -6.5248 -2.7995 -1.5453 1.32 1.54 0.00 -0.36
C -0.6496 2.8939 0.2309 1.59 3.91 0.33 -0.35
F -7.1771 5.8720 3.0726 -1.44 -0.02 -0.48 -0.25
F -0.4665 0.1344 -3.6733 0.72 -0.04 -1.74 -0.35
C 4.7531 3.5031 -1.1028 0.93 -0.20 -1.72 0.06
C 4.2996 4.1446 -2.2528 0.59 0.06 -0.02 0.06
N -1.6072 -5.4558 -3.6683 -1.27 0.64 2.39 -0.08
F 3.4272 -4.4333 6.6181 0.00 0.71 -0.90 -0.30
H 5.8260 2.5919 -4.6824 0.57 -0.18 0.08 0.15
F -4.6149 -0.4384 5.0963 1.29 -0.12 0.02 -0.30
F -3.6250 -1.6713 7.0241 0.95 0.82 -1.29 -0.34
C -2.5469 -6.3698 -3.3059 0.69 -0.41 1.63 0.03
H 4.3777 3.7853 -0.1303 -0.20 -0.09 -0.07 0.14
C 6.8650 -0.0657 1.2990 0.01 1.23 0.81 0.04
H -2.9127 -6.7286 5.2221 -0.09 -0.08 -0.51 0.11
H -1.9206 1.3309 -0.0877 -0.32 -0.60 -0.61 0.19
F -1.3518 1.7864 -5.2832 1.32 -0.77 -0.29 -0.26
C -3.9578 -5.7160 0.9259 0.86 0.22 1.83 0.11
As 0.0022 0.6617 -5.3705 -1.11 0.30 -0.63 0.95
As -5.8965 -1.0939 -1.8887 -3.19 1.60 -1.50 0.94
C -1.0919 -4.6170 -2.7187 0.53 -0.58 0.10 0.04
H 6.8334 -1.1220 1.5219 0.01 -0.08 -0.23 0.15
F -5.3962 0.6651 -2.2239 -0.32 -2.83 0.20 -0.32
H -0.6760 -0.3750 1.2463 0.04 0.24 0.11 0.11
F -1.4520 -0.3510 6.7132 -1.24 -0.18 -0.84 -0.29
H 7.6375 2.7282 3.0892 -0.14 -0.42 0.34 0.15
H 6.7199 1.2439 -2.7435 0.54 0.19 0.28 0.13
H -4.6661 -5.5564 0.1264 -0.58 0.03 0.42 0.13
C -1.1310 -5.3124 -5.0266 0.60 -0.83 -0.33 0.03
F -5.8284 4.6751 1.4014 0.58 0.24 0.54 -0.27
F 2.2089 -2.3510 3.9755 1.18 -1.00 0.87 -0.32
C -4.3012 -5.7785 2.3493 0.87 -0.08 -3.96 0.05
H 6.0486 -0.1381 -0.6755 0.30 -0.11 -0.12 0.13

***

| no. | E (eV) |
| --- | --- |
| 1 | -73815.7102 |
| 2 | -500952.6902 |